(1)
The following is a DFT calculation (the ωB97M-V functional and the def2-TZVPD basis) of a structure of composition C22H58NO14P2S2 at a distorted geometry.

Calculated values
energy relative to the best compared isomer or geometry (same formula, charge and spin) = 0.0 kcal/mol
E_HOMO = -5.2 eV
charge = -1
LUMO = 0.0624 hartree
DFT total energy = -94160.105 eV
HOMO-LUMO gap = 6.95 eV

Last column: Löwdin charge in e.
Positions of all 99 atoms, in Å:
1 C 0.56 -1.30 -2.52  -0.08
2 C 1.57 -1.92 -1.50  -0.30
3 O 0.99 -3.01 -0.77  -0.23
4 P 0.07 -2.50 0.52  0.63
5 O -0.22 -1.01 0.52  -0.31
6 C 1.04 -2.89 2.07  -0.21
7 C 0.37 -2.26 3.35  -0.24
8 C 1.37 -2.47 4.53  -0.26
9 S 0.57 -2.72 6.15  0.56
10 O 0.52 -4.21 6.33  -0.41
11 O -0.81 -2.17 6.19  -0.37
12 N 1.63 -2.13 7.31  -0.37
13 S 0.98 -0.82 8.15  0.37
14 O -0.31 -1.11 8.88  -0.42
15 O 2.00 -0.45 9.19  -0.45
16 P 0.80 0.98 6.95  0.81
17 O 1.32 0.69 5.37  -0.34
18 O -0.83 1.41 6.80  -0.31
19 O -1.27 -3.47 0.61  -0.23
20 C -2.26 -3.11 -0.38  -0.28
21 C -3.65 -3.44 0.26  -0.07
22 H 1.09 -0.78 -3.34  0.05
23 H -0.09 -0.59 -1.98  0.06
24 H -0.07 -2.11 -2.94  0.08
25 H 2.39 -2.37 -2.11  0.11
26 H 2.05 -1.15 -0.87  0.11
27 H 0.96 -4.00 2.18  0.10
28 H 2.11 -2.62 1.97  0.10
29 H 0.30 -1.17 3.17  0.10
30 H -0.64 -2.66 3.53  0.11
31 H 1.99 -3.37 4.31  0.09
32 H 2.02 -1.58 4.59  0.07
33 H 2.28 0.65 5.33  0.04
34 H -0.85 2.09 6.12  0.03
35 H -2.14 -3.81 -1.24  0.12
36 H -2.20 -2.06 -0.71  0.10
37 H -3.69 -4.55 0.37  0.08
38 H -4.49 -3.05 -0.34  0.06
39 H -3.61 -3.03 1.29  0.08
40 C 1.84 3.84 -4.47  -0.06
41 C 1.09 2.79 -3.66  -0.48
42 C 1.10 3.14 -2.17  -0.05
43 O 1.69 1.51 -3.85  -0.07
44 H 2.89 3.89 -4.16  0.08
45 H 1.84 3.57 -5.53  0.06
46 H 1.39 4.82 -4.35  0.07
47 H 0.06 2.72 -4.01  0.14
48 H 2.12 3.17 -1.79  0.08
49 H 0.56 2.38 -1.60  0.08
50 H 0.63 4.10 -1.99  0.06
51 H 2.60 1.56 -3.54  0.08
52 C -6.78 0.77 0.29  -0.07
53 C -5.38 0.19 0.08  -0.49
54 C -4.37 1.28 -0.21  -0.06
55 O -5.41 -0.74 -1.00  -0.07
56 H -7.12 1.29 -0.61  0.08
57 H -7.50 -0.03 0.49  0.08
58 H -6.79 1.47 1.12  0.08
59 H -5.08 -0.36 0.97  0.14
60 H -4.63 1.82 -1.13  0.08
61 H -3.38 0.85 -0.36  0.08
62 H -4.31 2.00 0.61  0.08
63 H -5.68 -0.27 -1.79  0.08
64 C -3.07 6.68 -2.32  -0.06
65 C -1.67 6.13 -2.56  -0.50
66 C -0.69 7.25 -2.87  -0.06
67 O -1.69 5.20 -3.64  -0.06
68 H -3.44 7.19 -3.22  0.08
69 H -3.77 5.86 -2.11  0.08
70 H -3.08 7.38 -1.49  0.08
71 H -1.34 5.59 -1.68  0.13
72 H -0.98 7.78 -3.78  0.08
73 H 0.31 6.84 -3.05  0.07
74 H -0.63 7.97 -2.05  0.08
75 H -1.99 5.67 -4.43  0.09
76 C 0.76 -8.74 7.28  -0.07
77 C 0.76 -8.78 5.76  -0.51
78 C 2.15 -8.48 5.20  -0.07
79 O -0.17 -7.83 5.26  -0.05
80 H 1.05 -7.75 7.64  0.09
81 H -0.23 -8.95 7.67  0.08
82 H 1.46 -9.48 7.69  0.07
83 H 0.44 -9.76 5.41  0.13
84 H 2.47 -7.48 5.49  0.08
85 H 2.13 -8.50 4.11  0.07
86 H 2.88 -9.20 5.55  0.07
87 H 0.11 -6.96 5.55  0.08
88 C 4.94 5.32 -8.47  -0.07
89 C 4.39 4.44 -7.36  -0.50
90 C 4.92 3.02 -7.47  -0.06
91 O 2.97 4.42 -7.42  -0.07
92 H 4.64 4.94 -9.45  0.08
93 H 4.54 6.33 -8.39  0.08
94 H 6.03 5.37 -8.44  0.08
95 H 4.66 4.86 -6.39  0.14
96 H 4.62 2.56 -8.42  0.08
97 H 4.52 2.39 -6.67  0.08
98 H 6.01 3.00 -7.41  0.08
99 H 2.71 4.05 -8.27  0.09


(2)
The following is a DFT calculation (the ωB97M-V functional and the def2-TZVPD basis) of an isolated molecule of C26H29N3O3S at a distorted geometry.

Calculated values
energy relative to the best compared isomer or geometry (same formula, charge and spin) = 8.9 kcal/mol
E_HOMO = -8.0 eV
charge = 0
LUMO = 0.0181 hartree
SMILES = CN(C)S(=O)(=O)c1ccc(N2CCCC2)c(C(=O)NC(c2ccccc2)c2ccccc2)c1
DFT total energy = -48881.218 eV
HOMO-LUMO gap = 8.54 eV

Last column: Löwdin charge in e.
Positions of all 62 atoms, in Å:
1 C -2.64 -2.19 2.16  -0.11
2 N -3.95 -1.93 1.63  -0.34
3 S -3.99 -1.70 -0.04  0.66
4 O -5.36 -1.51 -0.40  -0.28
5 O -3.25 -2.79 -0.61  -0.29
6 C -3.07 -0.19 -0.29  -0.28
7 C -1.72 -0.26 -0.53  -0.02
8 C -0.94 0.88 -0.67  -0.05
9 C -1.54 2.16 -0.51  -0.14
10 C -2.94 2.19 -0.31  0.01
11 C -3.69 1.04 -0.21  -0.05
12 H -4.76 1.09 -0.07  0.12
13 H -3.45 3.14 -0.25  0.10
14 N -0.84 3.31 -0.50  -0.06
15 C -1.46 4.62 -0.43  -0.16
16 H -2.19 4.74 -1.24  0.13
17 C -0.30 5.60 -0.54  -0.16
18 H -0.52 6.55 -0.06  0.11
19 H -0.07 5.78 -1.59  0.12
20 C 0.84 4.84 0.12  -0.16
21 H 0.73 4.87 1.21  0.12
22 H 1.82 5.21 -0.15  0.11
23 C 0.61 3.42 -0.39  -0.15
24 H 1.08 3.28 -1.37  0.12
25 H 1.00 2.66 0.29  0.13
26 H -1.98 4.75 0.53  0.13
27 C 0.46 0.68 -1.13  -0.46
28 O 0.93 1.23 -2.11  0.07
29 N 1.15 -0.24 -0.41  0.12
30 H 0.75 -0.61 0.44  0.15
31 C 2.54 -0.55 -0.68  -0.21
32 C 3.39 0.16 0.35  -0.19
33 C 3.52 -0.37 1.63  -0.04
34 C 4.23 0.32 2.60  -0.08
35 C 4.82 1.54 2.30  -0.09
36 C 4.68 2.07 1.03  -0.08
37 C 3.97 1.38 0.06  -0.03
38 H 3.86 1.80 -0.93  0.12
39 H 5.13 3.02 0.79  0.10
40 H 5.38 2.07 3.05  0.10
41 H 4.34 -0.10 3.59  0.10
42 H 3.07 -1.32 1.87  0.12
43 C 2.79 -2.04 -0.72  -0.18
44 C 4.10 -2.51 -0.65  -0.04
45 C 4.36 -3.87 -0.70  -0.08
46 C 3.32 -4.78 -0.83  -0.09
47 C 2.01 -4.31 -0.92  -0.08
48 C 1.75 -2.96 -0.87  -0.03
49 H 0.73 -2.61 -0.96  0.10
50 H 1.20 -5.01 -1.03  0.10
51 H 3.52 -5.84 -0.87  0.10
52 H 5.38 -4.22 -0.64  0.10
53 H 4.91 -1.81 -0.55  0.12
54 H 2.74 -0.13 -1.67  0.16
55 H -1.28 -1.24 -0.68  0.11
56 C -4.74 -0.97 2.37  -0.11
57 H -5.66 -0.82 1.82  0.08
58 H -4.22 -0.01 2.50  0.09
59 H -4.97 -1.38 3.36  0.09
60 H -2.04 -1.28 2.26  0.09
61 H -2.73 -2.67 3.14  0.09
62 H -2.15 -2.88 1.47  0.08


(3)
The following is a DFT calculation (the ωB97M-V functional and the def2-TZVPD basis) of a cluster of 3 separate species, C24H40I2N3O7PS in total at a distorted geometry.

Calculated values
E_HOMO = -7.6 eV
charge = 0
LUMO = -0.0074 hartree
DFT total energy = -80659.641 eV
HOMO-LUMO gap = 7.35 eV

Last column: Löwdin charge in e.
Positions of all 78 atoms, in Å:
1 C 2.06 -0.92 1.91  0.03
2 C 0.92 -0.27 1.54  -0.12
3 C 0.15 -0.56 0.19  -0.44
4 C -1.34 -0.74 0.65  -0.61
5 I -2.66 -1.49 -0.91  0.86
6 C -1.45 -1.76 1.90  -0.72
7 C -0.64 -3.08 1.68  -0.19
8 I -3.56 -2.39 1.99  0.73
9 O 0.73 -1.56 -0.64  0.02
10 C 0.64 -1.18 -2.00  -0.43
11 O 0.67 -2.04 -2.82  0.13
12 C 0.45 0.39 -2.19  -0.37
13 C 1.75 0.98 -2.87  -0.15
14 C 1.87 0.77 -4.41  -0.16
15 C 2.51 -0.60 -4.83  -0.26
16 O 3.57 -0.96 -3.95  -0.08
17 P -1.15 0.85 -3.08  0.85
18 N -1.30 -0.39 -4.32  -0.17
19 O -0.85 2.33 -3.86  -0.31
20 C 0.53 0.74 -0.64  -0.23
21 C 0.02 2.14 -0.16  -0.19
22 C 1.06 3.30 -0.26  -0.42
23 S 2.59 3.03 0.74  0.96
24 C 3.81 2.26 -0.33  -0.64
25 N 4.14 1.00 -0.09  0.01
26 N 5.04 0.59 -1.04  0.06
27 C 5.21 1.66 -1.80  -0.17
28 O 4.48 2.75 -1.43  0.04
29 H 2.09 -1.34 2.95  0.08
30 H 2.99 -1.02 1.31  0.07
31 H 0.54 0.54 2.20  0.12
32 H -1.73 0.25 0.97  0.09
33 H -1.26 -1.26 2.87  0.07
34 H -0.75 -3.78 2.55  0.08
35 H 0.43 -2.91 1.46  0.06
36 H -1.10 -3.60 0.80  0.05
37 H 1.73 2.09 -2.70  0.10
38 H 2.67 0.63 -2.33  0.10
39 H 2.57 1.56 -4.78  0.12
40 H 0.93 0.92 -4.98  0.09
41 H 1.73 -1.38 -4.99  0.11
42 H 2.97 -0.42 -5.84  0.11
43 H 3.75 -1.91 -4.00  0.10
44 H -2.05 -1.03 -4.08  0.00
45 H -1.43 0.03 -5.24  0.04
46 H -1.70 2.73 -4.11  0.05
47 H 1.64 0.75 -0.50  0.10
48 H -0.34 2.04 0.89  0.10
49 H -0.86 2.43 -0.78  0.10
50 H 1.32 3.59 -1.30  0.08
51 H 0.58 4.20 0.19  0.06
52 H 5.88 1.61 -2.67  0.14
53 C -0.46 6.65 4.06  -0.17
54 C -0.49 7.62 2.90  -0.17
55 C -0.14 6.72 1.73  -0.21
56 O -0.63 5.41 2.05  -0.16
57 C -1.01 5.39 3.43  -0.20
58 H -1.03 6.98 4.93  0.11
59 H 0.58 6.49 4.38  0.12
60 H -1.50 8.02 2.77  0.12
61 H 0.19 8.46 3.01  0.11
62 H 0.95 6.65 1.60  0.12
63 H -0.58 7.06 0.79  0.12
64 H -2.11 5.37 3.48  0.12
65 H -0.63 4.48 3.90  0.12
66 C -3.47 -6.35 1.40  -0.20
67 C -2.97 -7.70 0.93  -0.17
68 C -2.60 -8.38 2.24  -0.21
69 O -3.48 -7.84 3.24  -0.14
70 C -4.17 -6.71 2.70  -0.21
71 H -4.12 -5.84 0.69  0.11
72 H -2.62 -5.69 1.61  0.08
73 H -3.79 -8.25 0.44  0.11
74 H -2.14 -7.64 0.23  0.11
75 H -1.57 -8.14 2.53  0.12
76 H -2.71 -9.46 2.20  0.12
77 H -5.21 -6.99 2.52  0.12
78 H -4.15 -5.89 3.43  0.11


(4)
The following is a DFT calculation (the ωB97M-V functional and the def2-TZVPD basis) of a cluster of 6 separate species, C30H28O18 in total at a distorted geometry.

Calculated values
energy relative to the best compared isomer or geometry (same formula, charge and spin) = 94.4 kcal/mol
E_HOMO = -8.8 eV
charge = 0
LUMO = -0.1042 hartree
SMILES = O=C1C=C(O)C(=O)C=C1O.O=C1C=C(O)C(=O)C=C1O.O=C1C=C(O)C(=O)C=C1O.O=C1C=C(O)C(=O)C=C1O.CC(C)=O.CC(C)=O
DFT total energy = -68398.929 eV
HOMO-LUMO gap = 5.96 eV

Last column: Löwdin charge in e.
Positions of all 76 atoms, in Å:
1 C 4.15 -2.86 0.70  0.08
2 C 4.97 -2.19 -0.45  -0.22
3 C 5.51 -0.90 -0.19  -0.32
4 O 6.46 -0.54 -0.96  0.07
5 C 5.17 -0.24 1.16  0.13
6 C 4.20 -0.97 2.10  -0.14
7 C 3.75 -2.26 1.86  -0.44
8 O 3.13 -2.89 2.80  0.06
9 O 3.71 -0.14 3.13  0.04
10 O 5.39 -2.80 -1.51  0.16
11 H 3.90 -4.01 0.35  0.19
12 H 5.78 0.67 1.15  0.11
13 H 4.39 0.56 3.30  0.14
14 H 5.73 -2.11 -2.04  0.09
15 C -4.94 -0.07 0.72  0.08
16 C -6.10 -0.05 1.70  -0.15
17 C -7.10 -1.12 1.59  -0.36
18 O -8.15 -1.14 2.34  0.01
19 C -7.08 -2.05 0.51  0.09
20 C -5.80 -2.02 -0.52  -0.14
21 C -4.65 -1.12 -0.25  -0.34
22 O -3.52 -1.23 -0.84  0.06
23 O -5.89 -2.69 -1.61  0.13
24 O -6.37 0.96 2.56  0.11
25 H -4.18 0.75 0.82  0.12
26 H -7.65 -2.92 0.58  0.08
27 H -6.63 -3.39 -1.61  0.19
28 H -7.00 0.60 3.19  0.11
29 C -2.31 -4.55 -0.08  0.11
30 C -0.94 -3.92 -0.46  -0.05
31 C -0.06 -3.13 0.53  -0.30
32 O 0.96 -2.52 0.17  0.06
33 C -0.61 -2.86 1.88  0.09
34 C -2.03 -3.35 2.14  -0.11
35 C -2.91 -4.13 1.19  -0.37
36 O -4.08 -4.51 1.38  0.07
37 O -2.62 -3.24 3.37  0.13
38 O -0.30 -4.15 -1.63  0.18
39 H -3.08 -4.97 -0.66  0.10
40 H -0.04 -2.50 2.80  0.13
41 H -2.12 -2.76 3.91  0.02
42 H 0.22 -3.57 -1.82  -0.10
43 C 1.21 5.37 -3.36  0.13
44 C 0.99 4.63 -1.99  -0.11
45 C 1.86 4.99 -0.86  -0.42
46 O 1.72 4.38 0.24  0.06
47 C 2.76 6.05 -1.02  0.06
48 C 2.93 6.92 -2.28  -0.12
49 C 2.10 6.54 -3.48  -0.43
50 O 2.16 6.99 -4.55  0.17
51 O 3.73 8.00 -2.38  0.16
52 O 0.12 3.61 -1.78  0.07
53 H 0.52 5.30 -4.06  0.04
54 H 3.47 6.43 0.03  0.20
55 H 4.15 7.87 -1.62  0.03
56 H -0.12 3.32 -0.89  0.07
57 C 0.74 0.79 1.71  0.01
58 C -0.67 1.51 1.62  -0.29
59 O -0.80 2.47 0.76  -0.02
60 C -1.80 1.17 2.63  0.02
61 H 1.09 1.32 0.83  0.05
62 H 0.68 -0.27 1.63  0.04
63 H 1.26 1.11 2.59  0.07
64 H -2.15 0.23 2.41  0.04
65 H -2.40 1.91 2.80  0.02
66 H -1.28 0.85 3.56  0.11
67 C 2.77 -0.97 -3.10  0.03
68 C 1.30 -0.96 -2.70  -0.49
69 O 0.59 -1.90 -2.92  0.08
70 C 0.73 0.27 -2.08  0.00
71 H 3.11 -0.97 -2.20  0.00
72 H 3.19 -0.37 -3.89  0.11
73 H 2.75 -2.01 -3.22  0.08
74 H 1.35 0.53 -1.11  0.12
75 H -0.30 0.10 -1.89  0.08
76 H 0.98 1.13 -2.71  0.09


(5)
The following is a DFT calculation (the ωB97M-V functional and the def2-TZVPD basis) of a structure of composition C15H17CoF5NO7S at a distorted geometry.

Calculated values
E_HOMO (alpha / beta) = -9.3 / -9.3 eV
charge = 0
LUMO (alpha / beta) = -0.1131 / -0.1132 hartree
DFT total energy = -93695.782 eV
HOMO-LUMO gap (alpha / beta) = 6.18 / 6.20 eV

Last column: Löwdin charge in e.
Positions of all 47 atoms, in Å:
1 Co 0.38 0.68 -1.62  0.64
2 C -2.93 -4.97 4.23  -0.04
3 C -2.51 -3.96 3.20  -0.25
4 C -2.28 -4.35 1.88  -0.02
5 C -1.90 -3.41 0.93  -0.05
6 C -1.74 -2.09 1.31  -0.28
7 C -1.98 -1.68 2.61  -0.03
8 C -2.36 -2.62 3.55  -0.02
9 S -1.38 -0.93 0.02  0.80
10 O -2.57 -0.49 -0.61  -0.22
11 O -0.70 0.22 0.91  -0.17
12 N -0.31 -1.43 -0.99  -0.17
13 C 0.84 -2.14 -0.46  -0.15
14 C 2.10 -1.21 -0.35  -0.59
15 O 3.12 -1.65 0.11  0.08
16 O 1.87 -0.03 -0.79  -0.10
17 H -3.07 -5.95 3.79  0.08
18 H -3.86 -4.66 4.70  0.09
19 H -2.18 -5.05 5.02  0.09
20 H -2.40 -5.38 1.59  0.12
21 H -1.73 -3.70 -0.10  0.12
22 H -1.86 -0.64 2.88  0.12
23 H -2.55 -2.31 4.57  0.12
24 H 1.13 -2.94 -1.14  0.13
25 H 0.67 -2.54 0.54  0.12
26 F -1.04 1.43 -2.28  -0.34
27 C -0.21 1.34 0.18  -0.34
28 F 0.86 1.78 0.88  0.09
29 C -1.28 2.43 0.36  -0.58
30 F -0.91 3.61 -0.16  0.15
31 F -1.47 2.64 1.69  0.15
32 F -2.46 2.09 -0.15  0.16
33 C 3.50 3.86 -2.00  -0.14
34 C 2.35 4.59 -2.70  -0.14
35 C 1.16 3.82 -2.16  -0.16
36 O 1.60 2.46 -2.09  -0.20
37 C 3.04 2.41 -2.08  -0.16
38 H 3.57 4.18 -0.96  0.12
39 H 4.47 4.01 -2.48  0.12
40 H 2.43 4.48 -3.79  0.12
41 H 2.30 5.65 -2.46  0.12
42 H 0.27 3.85 -2.80  0.13
43 H 0.90 4.18 -1.17  0.12
44 H 3.36 1.94 -3.01  0.12
45 H 3.37 1.80 -1.24  0.12
46 O 0.92 0.06 -3.24  -0.03
47 O 1.44 0.63 -4.13  0.15